C2H2F2O3 as an isolated structure in a non-equilibrium geometry, computed with ωB97M-V with the def2-TZVPD basis set.

ΔE to the lowest compared entry with this formula, charge and spin	130.05	kJ/mol
HOMO-LUMO gap (spin up / spin down)	7.5 / 7.8	eV
E	-502.647476	Ha
LUMO level (spin up / spin down)	0.477 / -4.874	eV

```
! wB97M-V def2-TZVPD RIJCOSX def2/J DEFGRID3
* xyz 0 3
C -0.28009 -0.84588 -0.59564
C 0.47502 0.24627 0.20444
O -0.69567 -1.81987 0.00150
O 1.05259 1.32544 -0.19348
O 0.18128 0.01776 1.43990
F 0.09047 -0.85982 -1.91274
F -1.31890 0.57971 -0.71678
H 0.97109 2.10300 0.44530
H -0.47579 -0.74661 1.32750
*
```

Atom charges from the natural (NBO) analysis, given in e for atoms 1 to 2: number 1, C, carries 0.7274; number 2, C, carries 0.5630